Record 1
Formula: C10H16
Source: OMol25
Level of theory: ωB97M-V/def2-TZVPD

Summary:
SMILES = Cc1ccccc1.CCC
HOMO-LUMO gap = 9.9571 eV
HOMO = -8.942 eV
ΔE to the lowest compared entry with this formula, charge and spin = 1.8962 eV

Positions of all 26 atoms, in Å:
C1 1.117 -0.677 0.979
C2 -0.325 -0.902 1.160
C3 -0.277 2.243 0.157
H1 -0.880 4.428 -0.206
C4 1.133 2.480 0.624
H2 -2.961 -1.119 -0.157
C5 -0.862 -1.559 -0.005
C6 -2.311 -1.981 0.162
H3 -0.843 -0.684 2.066
H4 1.738 -0.352 1.752
H5 -1.863 3.131 -0.935
H6 -0.120 3.598 -1.488
H7 1.640 -1.904 -2.195
H8 1.731 3.119 -0.096
H9 -2.346 -2.347 1.156
H10 -2.408 -2.844 -0.463
C7 1.857 -1.015 -0.176
C8 1.149 -1.669 -1.214
H11 -0.944 2.067 1.151
H12 -0.717 -2.442 -1.905
H13 -0.362 1.208 -0.463
H14 2.882 -0.760 -0.232
C9 -0.875 3.422 -0.631
C10 -0.182 -1.952 -1.115
H15 1.172 2.943 1.572
H16 1.733 1.620 0.798

=====

Record 2
Formula: C10H16
Source: OMol25
Level of theory: ωB97M-V/def2-TZVPD

Summary:
SMILES = CCc1ccccc1.CC
HOMO-LUMO gap = 9.8309 eV
HOMO = -8.815 eV
ΔE to the lowest compared entry with this formula, charge and spin = 1.0064 eV

Positions of all 26 atoms, in Å:
C1 0.592 2.862 0.602
H1 -0.516 -1.724 -3.678
H2 -0.353 -0.865 -0.081
C2 -0.435 1.187 -0.795
H3 -3.127 -1.664 -3.421
C3 -0.024 2.497 -0.579
H4 2.964 0.172 2.943
H5 -2.830 -1.249 -1.704
C4 -2.427 -1.225 -2.710
C5 -0.063 0.166 0.069
H6 2.403 -1.408 3.648
C6 0.580 0.517 1.268
H7 0.899 3.869 0.840
C7 2.118 -0.437 3.243
C8 0.903 1.836 1.498
H8 -0.033 3.093 -1.485
H9 1.619 -0.048 4.099
C9 -1.146 -2.054 -2.852
H10 -0.501 -1.975 -1.977
H11 -2.222 -0.193 -2.969
C10 1.105 -0.596 2.132
H12 1.389 -1.449 1.493
H13 1.315 2.133 2.449
H14 0.218 -1.155 2.491
H15 -1.088 0.828 -1.568
H16 -1.342 -3.118 -2.954

=====

Record 3
Formula: C10H16
Source: OMol25
Level of theory: ωB97M-V/def2-TZVPD

Summary:
SMILES = CCc1ccccc1.CC
HOMO-LUMO gap = 9.9751 eV
HOMO = -8.944 eV
ΔE to the lowest compared entry with this formula, charge and spin = 1.3536 eV

Positions of all 26 atoms, in Å:
H1 0.946 2.130 -3.984
H2 0.778 -1.796 2.446
C1 -1.533 0.367 0.337
C2 -1.066 -1.588 -0.929
H3 -0.703 0.334 4.245
H4 2.296 0.753 -1.745
C3 0.322 0.311 -1.303
H5 1.355 2.207 -1.761
C4 -0.439 0.929 -0.286
H6 0.426 -1.315 -2.618
H7 0.757 -0.148 2.160
H8 1.680 0.532 -4.170
C5 1.050 1.143 -3.558
C6 -1.855 -0.934 0.027
C7 1.332 1.164 -2.040
H9 0.029 0.736 -3.702
C8 0.198 -0.269 4.116
H10 -0.199 1.880 0.163
H11 -2.606 -1.520 0.512
H12 0.313 -0.962 4.936
H13 1.056 0.441 4.133
C9 0.214 -0.902 2.700
H14 -2.100 1.078 0.933
C10 -0.067 -0.952 -1.734
H15 -1.356 -2.606 -1.187
H16 -0.831 -1.015 2.309

=====

Record 4
Formula: C10H16
Source: OMol25
Level of theory: ωB97M-V/def2-TZVPD

Summary:
SMILES = CCc1ccccc1.CC
HOMO-LUMO gap = 10.1087 eV
HOMO = -9.072 eV
ΔE to the lowest compared entry with this formula, charge and spin = 1.1439 eV

Positions of all 26 atoms, in Å:
H1 -3.919 -1.803 -0.257
C1 1.071 -0.345 1.169
C2 -0.317 -0.721 0.720
H2 -0.263 -2.799 1.461
C3 1.756 1.924 -2.807
H3 1.753 2.792 -3.471
H4 0.483 -0.153 3.268
H5 1.626 2.088 -0.597
H6 0.228 1.427 -1.276
C4 -1.143 0.225 0.120
C5 -2.907 -1.468 -0.083
C6 -2.469 -0.177 -0.148
C7 1.027 2.186 -1.480
H7 1.837 -0.924 0.622
H8 1.190 0.698 0.945
H9 -2.257 -3.471 0.299
C8 1.274 -0.633 2.665
C9 -2.027 -2.433 0.429
H10 1.220 1.137 -3.343
H11 2.779 1.563 -2.844
H12 -0.866 1.235 -0.052
H13 2.236 -0.458 3.126
C10 -0.809 -2.020 0.925
H14 0.956 -1.658 2.810
H15 -3.071 0.614 -0.583
H16 0.612 3.177 -1.616

=====

Record 5
Formula: C10H16
Source: OMol25
Level of theory: ωB97M-V/def2-TZVPD

Summary:
SMILES = CCc1ccccc1.CC
HOMO-LUMO gap = 9.8905 eV
HOMO = -8.924 eV
ΔE to the lowest compared entry with this formula, charge and spin = 2.6014 eV

Positions of all 26 atoms, in Å:
H1 0.693 2.977 -0.878
C1 -1.070 1.702 -0.662
H2 0.462 -2.198 -3.060
H3 -1.034 -1.358 0.992
C2 -0.554 -2.385 -2.776
C3 0.977 1.219 0.468
C4 1.065 -0.595 2.372
H4 -1.612 -1.277 -4.243
H5 -0.363 -2.747 -1.672
H6 1.923 0.768 3.811
H7 0.063 -0.832 2.926
H8 -2.579 0.134 -0.273
C5 0.557 0.127 1.104
H9 1.993 1.540 0.666
C6 -1.551 0.494 -0.078
C7 2.149 0.013 3.112
C8 -0.718 -0.350 0.699
H10 -0.879 -3.344 -3.243
H11 -0.677 -0.168 -3.236
H12 1.407 -1.644 1.895
H13 3.050 0.534 2.420
H14 -1.779 2.521 -0.947
C9 -1.301 -1.136 -3.159
H15 -2.166 -1.088 -2.448
C10 0.237 2.073 -0.451
H16 2.751 -0.782 3.516

=====

Record 6
Formula: C10H16
Source: OMol25
Level of theory: ωB97M-V/def2-TZVPD

Summary:
SMILES = Cc1ccccc1.CCC
HOMO-LUMO gap = 9.9546 eV
HOMO = -9.000 eV
ΔE to the lowest compared entry with this formula, charge and spin = 1.4916 eV

Positions of all 26 atoms, in Å:
H1 0.472 2.498 -0.056
C1 -2.903 -0.491 -1.223
H2 1.576 0.589 -1.458
C2 1.116 0.859 1.469
H3 -1.711 -2.922 -0.921
C3 1.307 -1.495 -1.575
H4 0.274 0.267 1.096
H5 -2.938 -0.145 -2.276
H6 2.166 2.521 0.743
C4 0.386 -2.522 -1.352
H7 2.364 -1.681 -1.622
C5 -0.970 -2.156 -1.157
C6 -1.458 -0.867 -1.177
H8 -3.265 0.211 -0.496
H9 -3.607 -1.330 -1.280
C7 1.091 2.243 0.816
H10 0.651 -3.545 -1.157
H11 -0.921 1.168 -1.406
C8 0.805 -0.207 -1.471
H12 0.568 1.848 3.187
H13 0.584 2.954 1.482
H14 0.169 0.159 3.404
C9 0.940 0.824 3.037
H15 1.883 0.808 3.597
C10 -0.498 0.183 -1.328
H16 1.921 0.228 1.122

=====

Record 7
Formula: C10H16
Source: OMol25
Level of theory: ωB97M-V/def2-TZVPD

Summary:
SMILES = CCc1ccccc1.CC
HOMO-LUMO gap = 9.8662 eV
HOMO = -8.888 eV
ΔE to the lowest compared entry with this formula, charge and spin = 1.0698 eV

Positions of all 26 atoms, in Å:
H1 -0.467 2.619 2.679
H2 3.187 1.612 -0.763
H3 -1.860 -3.520 -0.642
H4 2.971 -0.138 -2.548
C1 -1.207 -1.524 -0.935
C2 -1.707 0.789 3.114
C3 0.078 0.514 -0.087
C4 2.189 0.003 -1.805
C5 -0.916 -2.995 -0.607
H5 -1.968 -1.179 -0.248
H6 0.979 -1.696 -2.417
H7 -0.536 -3.542 -1.524
H8 -1.208 0.701 4.073
C6 -0.042 -0.580 -0.932
H9 1.286 2.132 0.631
C7 2.246 1.123 -0.953
C8 1.065 -0.785 -1.809
C9 1.162 1.365 -0.131
H10 -2.212 2.829 3.239
H11 -2.755 0.490 3.104
H12 -1.578 -1.460 -1.954
H13 -0.566 0.584 0.771
H14 -1.865 2.264 1.619
H15 -1.333 0.023 2.411
C10 -1.477 2.276 2.641
H16 -0.326 -3.247 0.265

=====

Record 8
Formula: C10H16
Source: OMol25
Level of theory: ωB97M-V/def2-TZVPD

Summary:
SMILES = CCc1ccccc1.CC
HOMO-LUMO gap = 10.0056 eV
HOMO = -9.007 eV
ΔE to the lowest compared entry with this formula, charge and spin = 0.6953 eV

Positions of all 26 atoms, in Å:
C1 1.098 0.142 -1.701
C2 -1.119 2.587 0.157
H1 -2.096 -3.170 1.022
H2 -0.412 -3.234 0.311
C3 -0.011 -0.232 -0.971
H3 0.978 0.546 -2.699
H4 1.544 -1.213 1.799
H5 -2.818 1.331 0.178
H6 -1.816 -0.627 1.036
C4 -0.984 -1.335 1.081
C5 -1.331 -2.668 0.419
C6 1.444 -0.655 0.876
H7 -0.614 2.470 -0.800
H8 -0.761 -1.453 2.127
H9 3.539 -0.253 0.643
H10 -0.634 1.923 0.871
H11 -1.850 -2.616 -0.536
H12 -3.216 2.827 -0.467
H13 3.123 0.457 -1.867
C7 2.384 0.120 -1.148
H14 -0.760 3.602 0.377
C8 -2.618 2.395 0.337
C9 0.165 -0.678 0.341
C10 2.577 -0.263 0.164
H15 -2.940 2.774 1.298
H16 -0.964 -0.333 -1.463